71
Properties=species:S:1:pos:R:3 method="wB97M-V/def2-TZVPD" gap_ev=6.66 total_charge=0 largest_force_ev_per_a=0.9
Ir 0.4699 -0.6376 -0.6099
C 3.6682 1.3862 0.5043
O 2.6921 0.4859 0.9909
C 2.0397 0.7766 2.1337
C 2.5358 1.6987 3.0533
C 1.8986 1.9049 4.2643
C 0.7511 1.1915 4.5678
C 0.2386 0.2983 3.6446
C 0.8496 0.0840 2.4134
N 0.2292 -0.8036 1.4308
N -0.7700 -1.4005 1.9012
C -1.5481 -2.2877 1.2190
C -1.2925 -2.7866 -0.0759
O -0.2235 -2.5161 -0.7488
C -2.2447 -3.6721 -0.6780
C -3.3735 -4.0257 -0.0277
C -3.6345 -3.6033 1.3147
C -4.7726 -4.0569 2.0091
C -4.9850 -3.7045 3.3151
C -4.0481 -2.8847 3.9653
C -2.9385 -2.4241 3.3032
C -2.7096 -2.7594 1.9531
H 3.2678 2.4004 0.4485
H 3.9105 1.0433 -0.4987
H 4.5693 1.3716 1.1227
H 3.4328 2.2536 2.8211
H 2.3064 2.6180 4.9689
H 0.2401 1.3443 5.5088
H -0.6763 -0.2307 3.8550
H -2.0191 -4.0261 -1.6751
H -4.1048 -4.6572 -0.5200
H -5.4731 -4.7035 1.4926
H -5.8609 -4.0569 3.8433
H -4.2010 -2.6182 5.0036
H -2.2187 -1.8030 3.8149
O 0.4134 -0.3518 -2.6097
C 0.9994 -0.9936 -3.5740
C 0.5131 -0.8212 -4.8911
C 1.0890 -1.4660 -5.9554
C 2.1935 -2.3117 -5.7728
C 2.6861 -2.4870 -4.5032
C 2.1168 -1.8374 -3.3962
C 2.6612 -2.0388 -2.0671
N 2.1625 -1.6422 -0.9016
C 2.9796 -2.1353 0.1024
C 4.0006 -2.8135 -0.4601
N 3.7935 -2.7356 -1.8214
H -0.3437 -0.1721 -5.0176
H 0.6782 -1.3300 -6.9484
H 2.6487 -2.8194 -6.6117
H 3.5237 -3.1627 -4.3667
H 2.7535 -1.9710 1.1382
H 4.8355 -3.3372 -0.0319
H 4.3826 -3.1397 -2.5241
O -1.2060 0.6719 -0.3909
C -0.4345 1.6728 -0.4953
O 0.8077 1.4342 -0.5894
C -0.9473 3.0575 -0.4956
C -2.3082 3.2793 -0.3497
C -2.8336 4.5732 -0.3608
C -1.9380 5.5991 -0.5271
O -2.1957 6.9376 -0.5790
C -0.9407 7.5773 -0.8205
O 0.0734 6.5754 -0.8044
C -0.5780 5.3770 -0.6669
C -0.0436 4.1198 -0.6578
H -2.9604 2.4256 -0.2286
H -3.8913 4.7644 -0.2459
H -0.7478 8.3060 -0.0329
H -0.9634 8.0622 -1.7988
H 1.0146 3.9344 -0.7730

70
Properties=species:S:1:pos:R:3 method="wB97M-V/def2-TZVPD" gap_ev=4.90 total_charge=-1 largest_force_ev_per_a=1.1
Ba 0.5950 0.5387 0.8246
S 1.1873 2.0859 3.2997
As -0.8391 1.1760 3.6171
S -0.3654 -1.0354 3.1730
S -2.0163 1.7819 1.8191
S -1.7497 1.4843 5.4605
C 5.2693 -6.8890 1.8502
C 4.3854 -5.7734 1.3638
C 4.6127 -5.1768 0.1232
C 3.7997 -4.1542 -0.3307
C 2.7564 -3.7176 0.4692
C 2.5224 -4.2810 1.7169
C 3.3376 -5.3114 2.1542
S 1.5861 -2.4705 -0.0123
O 2.3160 -1.1904 -0.2976
C 1.0552 -3.0885 -1.5967
C 1.5528 -2.5341 -2.7874
C 1.0298 -2.9345 -3.9803
C -0.0170 -3.8879 -4.0279
C -0.5758 -4.3105 -5.2563
C -1.5911 -5.2251 -5.2861
C -2.0964 -5.7614 -4.0857
C -1.5786 -5.3749 -2.8806
C -0.5293 -4.4275 -2.8181
C 0.0234 -3.9947 -1.5800
C -0.4688 -4.5607 -0.2891
C 0.0283 -5.8435 0.1076
C 0.9954 -6.5381 -0.6592
C 1.5037 -7.7331 -0.2302
C 1.0629 -8.3076 0.9762
C 0.1226 -7.6666 1.7337
C -0.4108 -6.4228 1.3253
C -1.3406 -5.7203 2.1290
C -1.7808 -4.4907 1.7531
C -1.3538 -3.9046 0.5381
S -1.9281 -2.1897 0.4461
O -1.2202 -1.4556 -0.6485
C -3.5852 -2.5545 -0.1425
C -4.6272 -2.1855 0.6917
C -5.9366 -2.3908 0.2755
C -6.2108 -2.9412 -0.9705
C -7.6258 -3.1610 -1.4341
C -5.1433 -3.2801 -1.8053
C -3.8368 -3.0870 -1.3997
H 5.8162 -7.3465 1.0264
H 4.6815 -7.6605 2.3483
H 5.9988 -6.5126 2.5702
H 5.4300 -5.5317 -0.4936
H 3.9616 -3.6984 -1.3008
H 1.7073 -3.9041 2.3275
H 3.1541 -5.7643 3.1211
H 2.3285 -1.7816 -2.7174
H 1.3972 -2.5189 -4.9109
H -0.1830 -3.8905 -6.1747
H -2.0127 -5.5411 -6.2317
H -2.9016 -6.4842 -4.1197
H -1.9719 -5.7857 -1.9593
H 1.3519 -6.1039 -1.5843
H 2.2565 -8.2393 -0.8216
H 1.4734 -9.2551 1.3021
H -0.2205 -8.0933 2.6687
H -1.6595 -6.1558 3.0679
H -2.4299 -3.9107 2.4003
H -4.4095 -1.7184 1.6459
H -6.7537 -2.0986 0.9240
H -8.3436 -2.7664 -0.7165
H -7.8306 -4.2251 -1.5680
H -7.7972 -2.6699 -2.3934
H -5.3479 -3.6944 -2.7866
H -3.0100 -3.3325 -2.0555

88
Properties=species:S:1:pos:R:3 method="wB97M-V/def2-TZVPD" gap_ev="6.29 / 6.44" total_charge=-2 largest_force_ev_per_a=3.7 multiplicity=3
Ti 0.0698 -0.5944 0.4583
N 3.6412 -2.6856 -1.5963
C 3.3697 -2.3717 -0.2110
C 3.5377 -3.3451 0.7743
C 3.4612 -3.0871 2.1127
C 3.2821 -1.7594 2.4589
C 3.0416 -0.7778 1.5106
C 3.0251 -1.0702 0.1818
C 2.6798 -0.1157 -0.9549
C 3.6783 0.4816 -1.7544
C 3.3335 1.5042 -2.6567
C 2.0203 2.0081 -2.7322
C 1.0595 1.3779 -1.8970
C 1.3488 0.2841 -1.0929
H 3.0572 -3.4764 -1.9137
H 3.3370 -1.9072 -2.1375
H 3.7738 -4.3269 0.3275
H 3.2461 -3.9124 2.8584
H 3.0221 -1.5023 3.4878
H 2.9029 0.2642 1.7897
H 4.6989 0.2483 -1.6735
H 4.0922 1.9617 -3.3834
H 1.8005 2.8923 -3.3339
H -0.0462 1.6563 -1.8521
O -4.0131 -0.6826 -1.3777
S -2.6851 -0.1430 -1.4864
O -2.8138 1.3153 -1.6087
O -1.7224 -0.5566 -0.4519
C -1.7490 -0.6554 -2.9427
C -2.1432 0.0571 -4.0987
C -1.5221 -0.2728 -5.2871
C -0.4233 -1.1390 -5.3083
C -0.0753 -1.8065 -4.1817
C -0.7723 -1.6211 -2.9575
S -0.3413 -2.9523 -1.7655
O -1.5225 -3.6576 -1.4877
O 0.7482 -3.7040 -2.3757
O 0.2520 -2.2925 -0.5237
H -3.0033 0.7237 -3.9777
H -1.9560 0.0949 -6.2353
H 0.1643 -1.4039 -6.1606
H 0.7688 -2.5091 -4.2060
F -1.6690 -2.4900 3.4635
C -2.2202 -1.6625 4.3115
F -1.4710 -1.6075 5.3786
F -3.3869 -2.1739 4.6666
S -2.4432 -0.0364 3.5103
O -2.7764 -0.4531 2.1609
O -3.4660 0.6924 4.1736
N -1.1581 0.7639 3.7909
S 0.1982 0.6030 2.9860
O 0.3139 -0.9287 2.5748
O 0.0711 1.1593 1.5200
C -0.4625 2.7665 6.3614
F -0.0108 3.4556 5.3214
F -1.5537 3.3130 6.8518
F 0.4437 2.7479 7.3614
Br 2.2307 -8.3672 3.1156
C 1.1384 -6.9343 2.3653
C 0.8378 -5.8202 3.1134
C 0.0007 -4.8383 2.6053
C -0.6641 -5.0146 1.3661
C -0.3059 -6.0872 0.5768
C 0.6435 -7.0342 1.0614
I 1.4067 -8.3603 -0.3596
H 1.2780 -5.7040 4.0770
H -0.0767 -3.8835 3.1398
H -1.3417 -4.2954 0.9867
H -0.7249 -6.1424 -0.4314
C -1.4139 7.0023 1.1812
N -1.7977 5.8623 0.3559
C -2.2492 4.6635 0.8232
Se -2.8751 4.3427 2.5195
N -2.3584 3.8868 -0.2969
C -1.9809 4.5604 -1.4414
C -1.7375 4.1328 -2.7619
C -1.1437 5.0428 -3.6253
C -0.8346 6.3515 -3.2145
C -1.0285 6.7727 -1.8556
C -1.5584 5.8263 -1.0258
H -1.8528 6.9004 2.1591
H -1.7317 7.9678 0.8189
H -0.3068 7.0376 1.2138
H -2.5497 2.8867 -0.2850
H -1.9368 3.0323 -2.9659
H -1.0316 4.7185 -4.6623
H -0.4319 7.0881 -3.8580
H -0.6367 7.7154 -1.4655

The calculation returns the following ΔE to the lowest compared entry with this formula, charge and spin values, one per record and in order: 54.4 13.3 0.0 kJ/mol.